Computed, not measured: a 7-piece molecular cluster, C55H70BClF4N10O5P overall, with ωB97M-V with the def2-TZVPD basis set.

Each line ends with the Mulliken charge.
Positions of all 147 atoms, in Å:
C: -0.3368 -0.8922 3.1549  -0.031
C: -1.2841 -0.1604 2.9997  -1.592
C: -2.4940 0.7538 2.9322  0.473
C: -1.9755 2.1710 3.4174  -2.220
C: -1.0743 2.9241 2.3970  0.633
N: 0.3101 2.4802 2.3048  -0.276
C: 0.9084 2.2279 3.3560  0.627
O: 1.4524 2.0631 4.3699  -0.443
C: -0.9923 4.4041 2.9985  0.659
F: -2.0293 5.1868 2.6263  -0.233
F: -1.0277 4.3638 4.3585  -0.274
F: 0.1474 5.0472 2.6940  -0.220
N: -1.6297 2.9435 1.0007  1.160
B: -0.7782 3.7553 -0.0049  -0.266
O: -1.2779 5.0102 -0.3537  -0.509
N: 0.5124 3.3842 -0.5692  -0.016
C: 1.5864 4.3662 -0.2648  -1.127
C: 0.3015 3.4408 -2.0545  -0.944
C: -2.1385 1.6175 0.4989  0.258
C: -1.0183 0.6896 -0.0979  -2.519
C: -1.0750 -0.8539 -0.0918  1.544
C: 0.4057 -1.3921 0.0967  -1.706
Cl: -1.5597 -1.6469 -1.6694  -0.100
C: -3.0935 1.9314 -0.7199  -1.376
O: -3.6572 2.9897 -0.8722  -0.533
N: -3.4081 0.8829 -1.7087  0.493
C: -2.9521 1.2077 -3.0221  0.522
O: -2.7865 0.3406 -3.8194  -0.457
F: -2.7368 2.4918 -3.4348  -0.233
C: -3.1397 0.9450 1.5324  0.344
O: -3.7732 -0.2054 0.9464  0.103
C: -4.1281 -1.2296 1.8665  -0.420
C: -5.0422 -2.2613 1.0935  0.485
C: -6.2913 -2.5908 1.9802  -1.729
C: -4.2269 -3.5391 0.6351  1.053
C: -4.7779 -4.8754 1.2426  -1.745
C: -4.2756 -3.6988 -0.9274  -1.564
P: -4.6792 2.1011 1.8379  -0.070
C: -5.4578 1.7202 3.4938  -1.229
C: -6.0323 1.7123 0.6129  0.163
C: -7.4753 1.7398 1.2692  -1.230
H: 0.3353 -1.7485 3.2116  0.586
H: -3.1581 0.4152 3.7469  1.191
H: -1.4966 1.9732 4.3968  0.333
H: -2.8161 2.8633 3.6590  0.603
H: -2.5141 3.4988 1.0968  1.503
H: -2.1897 4.9519 -0.6947  0.393
H: 2.5398 3.9111 -0.6303  0.370
H: 1.7406 4.5591 0.8133  0.362
H: 1.4810 5.3076 -0.8580  0.391
H: 0.2222 4.4840 -2.4311  0.179
H: 1.0690 2.8641 -2.6057  0.463
H: -0.6965 2.9736 -2.2466  0.122
H: -0.8992 0.9968 -1.1678  0.510
H: -0.0224 0.9545 0.3233  0.912
H: -1.6547 -1.3697 0.6863  -0.642
H: 0.9443 -1.2721 -0.8637  0.411
H: 0.9659 -0.8185 0.8596  0.335
H: 0.3640 -2.4658 0.3564  0.529
H: -4.4135 0.7008 -1.7078  0.496
H: -4.7211 -0.8990 2.7463  0.116
H: -3.2634 -1.8211 2.2534  0.253
H: -5.4366 -1.7703 0.1709  0.185
H: -6.7585 -1.6190 2.2688  0.335
H: -7.0236 -3.2268 1.4515  0.396
H: -5.9333 -3.0819 2.9075  0.355
H: -3.1566 -3.4675 0.9373  0.158
H: -4.1354 -5.7032 0.8818  0.489
H: -5.7937 -5.0538 0.8237  0.265
H: -4.8387 -4.8520 2.3463  0.293
H: -5.2648 -4.1369 -1.1874  0.384
H: -4.1671 -2.7050 -1.4048  0.297
H: -3.5025 -4.4026 -1.3008  0.323
H: -6.1776 2.5484 3.6832  0.504
H: -6.0555 0.7873 3.5157  0.273
H: -4.7260 1.7833 4.3270  0.450
H: -6.0682 2.4906 -0.1818  0.401
H: -5.9550 0.7346 0.0955  -0.014
H: -7.7179 0.7616 1.7389  0.239
H: -8.1788 1.8271 0.4110  0.428
H: -7.6209 2.5902 1.9569  0.332
N: -4.7881 -6.7754 4.2128  -0.398
C: -4.0870 -6.3336 5.2608  -0.054
C: -3.2421 -7.1310 6.0161  -0.549
C: -3.1174 -8.4665 5.6688  -0.134
C: -3.8356 -8.9481 4.5868  -0.488
C: -4.6508 -8.0656 3.8955  -0.150
H: -4.2188 -5.2825 5.4973  0.348
H: -2.6970 -6.7172 6.8541  0.347
H: -2.4683 -9.1237 6.2345  0.368
H: -3.7654 -9.9845 4.2851  0.353
H: -5.2295 -8.3966 3.0397  0.356
N: 3.2673 7.2396 -1.9389  -0.433
C: 3.8346 7.6378 -3.0805  -0.293
C: 5.2052 7.7110 -3.2756  -0.439
C: 6.0363 7.3552 -2.2250  -0.194
C: 5.4690 6.9401 -1.0299  -0.597
C: 4.0870 6.8994 -0.9419  -0.153
H: 3.1419 7.9079 -3.8708  0.521
H: 5.6101 8.0376 -4.2243  0.438
H: 7.1128 7.3998 -2.3364  0.394
H: 6.0842 6.6543 -0.1872  0.381
H: 3.5949 6.5792 -0.0288  0.403
N: 4.4858 4.6841 -6.6124  -0.553
C: 3.9608 3.7417 -7.4020  -0.392
C: 2.7027 3.1907 -7.2091  -0.457
C: 1.9466 3.6372 -6.1384  -0.489
C: 2.4705 4.6114 -5.3075  -0.225
C: 3.7363 5.0997 -5.5870  -0.055
H: 4.5904 3.4205 -8.2246  0.384
H: 2.3252 2.4302 -7.8805  0.501
H: 0.9589 3.2291 -5.9542  0.576
H: 1.9113 4.9861 -4.4593  0.398
H: 4.1849 5.8628 -4.9634  0.308
N: 3.7144 -1.7549 0.3752  -0.203
C: 4.2685 -1.3863 -0.7838  -0.102
C: 5.6355 -1.3040 -0.9930  -0.754
C: 6.4802 -1.6178 0.0604  -0.151
C: 5.9300 -2.0012 1.2731  -0.463
C: 4.5490 -2.0545 1.3760  -0.293
H: 3.5685 -1.1476 -1.5784  0.405
H: 6.0280 -1.0020 -1.9550  0.384
H: 7.5555 -1.5646 -0.0627  0.430
H: 6.5567 -2.2546 2.1178  0.402
H: 4.0725 -2.3529 2.3041  0.359
N: 7.8144 -4.2837 2.8832  -0.237
C: 8.4585 -4.6884 1.7851  0.100
C: 9.3853 -5.7184 1.7699  -0.686
C: 9.6651 -6.3657 2.9623  -0.150
C: 9.0106 -5.9624 4.1150  -0.517
C: 8.0986 -4.9235 4.0214  -0.228
H: 8.2090 -4.1504 0.8761  0.259
H: 9.8747 -6.0052 0.8489  0.358
H: 10.3844 -7.1751 2.9930  0.373
H: 9.2025 -6.4428 5.0650  0.355
H: 7.5596 -4.5756 4.8962  0.361
N: 1.7555 -3.0763 -6.3011  -0.546
C: 2.7886 -2.3174 -6.6776  -0.352
C: 2.8273 -0.9391 -6.5300  -0.453
C: 1.7295 -0.3118 -5.9640  0.050
C: 0.6469 -1.0775 -5.5684  -0.472
C: 0.7101 -2.4496 -5.7555  -0.327
H: 3.6219 -2.8539 -7.1185  0.363
H: 3.6929 -0.3738 -6.8504  0.415
H: 1.7181 0.7639 -5.8321  0.375
H: -0.2272 -0.6202 -5.1217  0.550
H: -0.1117 -3.0913 -5.4561  0.408

Properties
* charge: +1
* frontier orbital gap: 7.860 eV
* E_HOMO: -11.03 eV
* E_LUMO: -0.1164 Ha

Computed, not measured: a 2-piece molecular cluster, C3H11N2O overall, with ωB97M-V with the def2-TZVPD basis set.

Each line ends with the natural charge from an NBO analysis.
Positions of all 17 atoms, in Å:
C: 0.1488 -1.5379 2.7590  -0.612
C: 1.0469 -0.8446 1.7357  -0.232
N: 0.5765 -0.0125 -1.7011  -0.661
C: 1.1698 -0.5845 -0.6834  0.438
N: 0.5062 -1.0304 0.3758  -0.585
H: -0.3883 -0.7693 3.3036  0.239
H: 0.7995 -2.0619 3.4616  0.242
H: -0.5153 -2.2141 2.2391  0.208
H: 2.0782 -1.1644 1.9261  0.217
H: 1.1173 0.2407 1.8992  0.213
H: 1.1748 0.3325 -2.4430  0.431
H: -0.3993 -0.0061 -1.9676  0.443
H: 2.2541 -0.6158 -0.6462  0.223
H: -0.1232 -1.8171 0.2587  0.437
H: -2.7196 3.8289 -2.8447  0.465
H: -3.3751 3.9814 -4.2917  0.480
O: -3.3514 4.2750 -3.3811  -0.944

Properties
* charge: +1
* frontier orbital gap: 8.950 eV
* E_HOMO: -13.70 eV
* E_LUMO: -0.1746 Ha
* energy above the lowest of the compared OMol25 structures with the same formula, charge and spin: 2.031 eV

Computed, not measured: an isolated ion of composition C9H12NO and charge +1, with ωB97M-V with the def2-TZVPD basis set.

Each line ends with the natural charge from an NBO analysis.
Positions of all 23 atoms, in Å:
C: -0.0749 -2.1688 -2.2247  -0.152
C: -1.2863 -1.5725 -2.1210  -0.191
C: 0.9703 -1.7830 -1.3884  -0.182
C: -1.4752 -0.5035 -1.2725  -0.158
C: 0.7886 -0.7299 -0.5449  -0.011
C: -0.4597 -0.0916 -0.4383  -0.188
C: 2.0015 -0.2099 0.1908  -0.089
C: -0.5523 0.9788 0.5728  0.581
C: -0.7729 0.5327 2.0288  -0.649
N: -0.8297 2.2409 0.3340  -0.679
O: 1.5750 0.8539 1.0270  -0.715
H: -0.0260 -2.9551 -3.0041  0.243
H: -2.0583 -1.8955 -2.7025  0.228
H: 1.9990 -2.1446 -1.2700  0.230
H: -2.4114 -0.1561 -1.2107  0.218
H: 2.5172 -1.1830 0.5688  0.206
H: 2.7885 0.1986 -0.4301  0.205
H: -1.9385 0.3913 2.1909  0.258
H: -0.3440 1.3663 2.6717  0.245
H: -0.4031 -0.4040 2.0278  0.236
H: 2.2120 1.4434 1.3719  0.516
H: -1.1542 2.9008 1.0381  0.430
H: -0.9357 2.5043 -0.6194  0.419

Properties
* SMILES: CC(=[NH2+])c1ccccc1CO
* charge: +1
* frontier orbital gap: 9.323 eV
* E_HOMO: -13.07 eV
* E_LUMO: -0.1376 Ha
* energy above the lowest of the compared OMol25 structures with the same formula, charge and spin: 0.229 eV